Formula: C12H21N2
Source: OMol25
Level of theory: the ωB97M-V functional and the def2-TZVPD basis

The calculation puts the frontier orbital gap at 0.233 Eh. As for the total charge: +1. As for the total energy: -578.97901 a.u. As for the energy above the lowest of the compared OMol25 structures with the same formula, charge and spin: 82.62 kcal/mol.

Atoms and positions in Å:
C  -1.516  0.518  0.170
H  -2.078  -1.370  -0.739
H  1.636  1.012  -2.032
H  0.049  0.133  3.236
C  -0.816  -1.559  1.454
H  0.224  1.620  2.275
C  3.170  -1.241  -1.126
N  1.672  -0.123  0.329
H  3.225  -1.458  -2.196
C  -1.717  1.915  0.136
H  -2.638  3.576  -0.871
H  0.145  0.043  -1.873
C  1.236  -0.016  -1.977
C  -3.106  1.694  -1.839
C  -2.501  2.493  -0.862
H  -1.869  -1.678  1.747
C  -2.168  -0.282  -0.789
H  2.725  -1.795  1.174
H  -1.391  1.056  2.762
N  1.820  -0.772  -0.876
H  0.598  -0.034  0.538
H  3.940  -0.503  -0.850
H  -0.191  -1.916  2.283
H  3.352  -2.166  -0.567
C  -0.549  -0.089  1.149
C  2.425  -0.763  1.403
H  -3.409  -0.336  -2.543
H  1.491  -0.554  -2.893
H  -3.702  2.150  -2.632
H  3.334  -0.168  1.563
C  -2.939  0.303  -1.797
H  -0.623  -2.209  0.590
C  -0.397  0.726  2.428
H  -1.266  2.543  0.908
H  1.832  -0.749  2.319

Charges computed using Mulliken, reported in e: 0.2107 0.3038 0.3150 0.4798 -1.6957 0.4146 -0.9019 -0.1962 0.3439 -0.4619 0.3911 0.0518 -0.6013 -0.4675 -0.7503 0.4422 -0.2706 0.3393 0.4465 0.0829 0.2201 0.3552 0.4028 0.3233 2.1469 -0.9546 0.4076 0.3850 0.4098 0.3816 -0.6308 0.3592 -1.9094 0.3491 0.2780

=====

Formula: C42H102N2O10
Source: OMol25
Level of theory: the ωB97M-V functional and the def2-TZVPD basis

The structure (SMILES) is CC1(C)CCCC(C)(C)N1O.CC1(C)CCCC(C)(C)N1O.CC(C)O.CC(C)O.CC(C)O.CC(C)O.CC(C)O.CC(C)O.CC(C)O.CC(C)O. The calculation puts the frontier orbital gap at 0.323 Eh. As for the total energy: -2523.03718 a.u. As for the energy above the lowest of the compared OMol25 structures with the same formula, charge and spin: 153.06 kcal/mol.

Atoms and positions in Å:
H  -7.698  18.152  12.137
H  -5.071  28.869  21.888
H  -9.124  24.227  14.519
H  -6.893  17.439  20.833
H  -2.372  21.836  19.060
H  -1.815  13.164  20.522
H  -2.215  21.246  16.779
C  -3.358  24.462  23.481
H  -6.631  28.986  15.222
C  -3.175  21.702  16.539
H  -4.468  21.801  23.576
H  -2.205  22.593  23.617
C  -7.781  24.462  11.164
H  -6.219  27.359  14.547
C  -6.296  22.479  12.040
C  -3.005  23.221  16.358
H  -8.725  18.117  13.636
H  -10.288  21.383  12.319
H  -9.277  27.201  13.657
N  -5.239  22.016  17.840
H  -7.678  25.128  8.948
H  -6.411  26.134  11.798
H  -2.980  27.805  22.970
C  -5.823  18.015  13.858
C  -6.375  24.299  17.723
H  -5.436  18.541  12.985
H  -11.028  27.155  20.991
C  -3.797  27.916  20.540
H  -7.034  24.174  16.864
H  -3.475  13.932  20.954
H  -2.697  23.286  15.315
H  -8.655  23.863  9.190
C  -4.033  29.025  21.596
N  -8.927  23.705  11.811
H  -8.729  16.271  19.496
C  -9.966  21.914  13.214
H  -7.725  25.716  12.947
H  -2.010  14.508  21.594
C  -6.568  23.459  10.916
C  -7.424  25.746  11.899
H  -4.915  19.616  16.450
H  -8.258  22.761  15.109
H  -5.636  24.019  10.984
H  -5.273  16.989  17.290
H  -1.865  21.188  9.936
H  -6.262  25.371  17.885
C  -4.024  21.167  17.723
H  -1.961  20.811  13.846
H  -3.826  21.210  19.853
C  -2.241  14.970  19.405
C  -0.751  15.263  19.119
H  -0.327  15.529  20.087
O  -2.150  21.744  10.665
H  -5.740  22.862  12.896
O  -8.674  28.409  16.466
H  -2.586  25.221  23.352
C  -2.423  14.052  20.694
H  -2.645  20.104  19.144
H  -1.923  19.100  11.484
C  -8.201  27.567  15.433
O  -3.894  30.293  20.983
H  -3.887  26.970  21.074
H  -4.862  22.792  25.046
H  -5.291  17.452  19.947
H  -3.677  21.300  15.659
C  -8.343  23.496  14.308
C  -3.142  21.065  19.016
C  -1.050  19.737  11.342
H  -9.189  25.434  9.830
C  -8.091  17.548  12.955
C  -7.943  26.983  19.650
C  -6.789  16.514  18.860
C  -10.148  26.598  20.670
C  -6.376  17.521  19.877
H  -3.611  19.021  17.368
H  -9.626  28.368  18.499
H  -8.328  26.523  15.716
H  -4.419  24.934  16.246
H  -9.983  28.588  14.572
H  -6.632  20.977  18.353
H  -2.814  24.107  25.940
O  -8.175  16.192  18.716
C  -4.286  24.046  18.960
H  -6.803  17.830  17.130
H  -6.221  18.702  14.604
H  -2.266  23.719  16.985
H  -8.444  28.836  13.757
H  -8.855  28.029  21.275
C  -2.964  23.135  24.181
O  -10.084  24.531  11.968
C  -9.068  28.091  14.251
H  -6.546  23.065  9.900
H  -7.686  26.103  20.239
H  -7.949  21.162  11.821
H  -8.021  26.605  11.593
H  -8.796  16.865  12.482
H  -9.723  26.012  21.484
H  -5.031  23.545  15.664
H  -8.584  29.339  16.247
C  -1.455  21.169  11.805
H  -4.524  28.021  19.735
C  -2.518  21.114  12.960
H  -5.165  17.417  14.488
C  -6.351  16.877  17.403
H  -6.211  27.639  16.239
H  -10.308  25.818  19.926
H  -3.715  29.181  23.569
H  -8.161  26.526  18.684
H  -10.712  22.629  13.562
H  -7.430  24.080  14.195
C  -8.691  22.828  12.942
H  -2.702  16.773  18.961
H  -6.138  16.220  12.148
H  -2.904  22.131  13.024
H  -7.241  21.226  13.346
H  -0.535  19.833  10.386
H  -9.635  21.111  13.872
C  -6.746  27.907  15.328
H  -4.166  25.126  18.865
O  -6.403  15.812  12.976
C  -7.543  21.883  12.531
H  -6.949  23.968  18.590
C  -9.186  27.641  20.312
H  -3.756  24.365  22.471
C  -8.341  24.757  9.728
H  -10.660  24.257  11.250
H  -3.887  30.885  21.738
O  -2.277  23.554  25.368
H  -3.809  21.458  25.248
H  -5.295  19.222  17.975
H  -0.387  19.229  12.042
C  -3.090  28.863  22.734
O  -2.846  16.214  19.728
H  -2.144  29.405  22.754
H  -0.320  14.365  18.676
C  -6.923  16.922  13.680
H  -4.855  23.908  19.879
C  -4.395  23.871  16.486
H  -6.644  15.980  16.857
C  -4.468  19.691  17.441
O  -9.774  28.643  19.406
O  -6.039  21.551  18.844
H  -7.290  16.545  14.634
H  -6.561  18.544  19.548
H  -0.630  16.119  18.454
H  -7.039  27.575  19.516
H  -4.181  24.935  24.017
H  -5.675  21.622  11.776
H  -0.477  21.640  11.906
H  -3.446  20.571  12.780
C  -5.122  23.489  17.795
H  -6.348  15.557  19.142
H  -3.261  23.706  19.112
H  -2.703  14.784  18.435
C  -4.105  22.212  24.518
H  -2.806  27.663  20.162

Atom charges from the Mulliken analysis, given in e for atoms 1 to 99: 0.3048 0.0930 0.4682 0.4310 0.3729 0.3633 0.4394 -0.8226 0.4610 -1.1175 0.2813 0.2747 2.1157 0.2581 0.3367 -0.9879 0.3121 0.4766 0.1539 0.7117 0.3825 0.3155 0.1122 -0.9483 -1.8008 0.7548 0.3459 -1.1309 0.0381 0.3243 0.5416 0.4854 0.6340 0.2650 0.2988 -2.0519 -0.1364 0.3336 -1.6001 -1.2213 0.2931 0.4569 0.3690 0.2662 0.2846 0.2380 2.9581 0.4149 0.4429 0.4942 -1.3072 0.2920 -0.4920 -0.4014 -0.4182 0.3155 -1.2733 0.4367 0.3361 0.9243 -0.5559 0.1921 0.3060 0.1613 0.1191 -1.7864 -2.0321 -1.5417 0.4966 -1.3952 -1.2129 0.4023 -1.3812 -0.8990 0.3753 0.3195 -0.0562 0.5769 0.3754 0.3507 0.3437 -0.5645 -2.3795 0.3135 0.0142 0.3765 0.3518 0.2753 0.3597 -0.4778 -1.2076 0.3838 0.4194 0.3831 0.3981 0.4225 0.3850 -0.2307 0.2598

=====

Formula: C6H15NO
Source: OMol25
Level of theory: the ωB97M-V functional and the def2-TZVPD basis

The calculation puts the frontier orbital gap at 0.343 Eh. As for the total energy: -367.47806 a.u. As for the energy above the lowest of the compared OMol25 structures with the same formula, charge and spin: 96.16 kcal/mol.

Atoms and positions in Å:
H  -0.415  -0.856  -0.270
H  -3.236  -1.148  1.251
O  0.566  -1.375  -0.610
H  -1.905  -2.149  0.675
C  -2.451  -0.094  -1.209
H  -3.538  -0.091  -1.083
C  1.973  0.310  0.527
H  1.672  -0.111  1.482
H  -2.183  -0.997  -1.761
H  2.018  -0.283  -1.597
C  3.314  0.993  0.514
H  3.577  1.324  -0.493
N  0.848  0.979  -0.160
C  -2.156  -1.166  1.083
C  -1.710  -0.052  0.128
H  -2.188  0.763  -1.835
H  3.318  1.862  1.176
H  -1.976  0.895  0.622
H  -0.474  0.538  0.035
H  -1.668  -1.073  2.055
H  1.088  1.797  -0.706
H  4.088  0.303  0.853
C  1.439  -0.370  -0.676

Charges computed using Mulliken, reported in e: 0.0319 0.4058 -0.6826 0.3355 -1.1856 0.3958 0.2748 0.3607 0.2837 0.3244 -1.3952 0.3288 -0.5636 -1.3127 0.1999 0.3393 0.3348 0.3941 0.2552 0.3247 0.2238 0.3449 -0.0183